{
  "formula": "C9H12N2OS",
  "method": "ωB97M-V/def2-TZVPD",
  "homo_ha": -0.329,
  "charge": 0,
  "energy_ha": -932.92588,
  "lumo_energy_ev": 0.0,
  "gap_ha": 0.3289,
  "relative_energy_kcal_mol": 105.0,
  "spin_multiplicity": 1,
  "symbols": ["C", "C", "C", "C", "C", "C", "C", "C", "C", "H", "H", "H", "H", "H", "H", "H", "H", "H", "H", "H", "H", "N", "N", "O", "S"],
  "coordinates": [[-0.0428, -1.0963, -1.2036], [-1.3113, -0.1443, 0.6286], [-1.6285, 1.1873, 1.3043], [-0.6074, 1.4445, 2.5291], [0.1090, 0.0299, 2.5978], [-0.7707, -0.9003, 1.8234], [1.3806, 0.5966, -2.2886], [2.0277, 0.6250, -3.5218], [1.4484, -1.4500, -3.1720], [-2.1861, -0.7930, 0.4379], [-2.6051, 1.2676, 1.7111], [-1.3358, 1.9286, 0.6587], [0.2651, 2.2969, 2.0195], [-1.2560, 2.1397, 3.6108], [0.1849, -0.5241, 3.6116], [1.0959, 0.2167, 2.0749], [-1.5894, -1.3355, 2.4541], [-0.0645, -1.8094, 1.4618], [1.3175, 1.2780, -1.4169], [2.4320, 1.6080, -4.1286], [1.1753, -2.5033, -3.3263], [1.0324, -0.8005, -2.0226], [2.0323, -0.6209, -3.9711], [-0.3002, -0.1210, -0.3823], [-0.8033, -2.5201, -1.4899]],
  "forces_ev_per_angstrom": [[-0.3, -1.6, -1.0], [-1.2, -2.3, 2.4], [1.8, -0.3, 1.2], [0.6, 2.9, -0.2], [0.4, 0.5, 2.1], [2.2, -3.1, -0.6], [0.9, -0.3, 0.9], [-0.6, 3.4, 1.8], [-0.4, -0.1, 0.4], [0.2, 0.9, -1.4], [-1.0, -0.1, -0.4], [-0.4, 2.1, -1.8], [-2.7, -2.4, 2.1], [2.3, -2.6, -3.4], [0.6, 1.6, -1.3], [-0.9, -0.7, 0.9], [0.6, 0.5, -0.6], [-1.9, 1.7, 0.8], [-0.2, -0.3, -1.2], [-1.0, -3.0, 1.8], [0.5, 0.7, -0.1], [0.9, 3.6, -1.1], [0.6, -2.6, -2.6], [-0.2, 1.4, 0.4], [-0.6, 0.0, 1.0]]
}